Entry 1:
Density functional theory data (ωB97M-V with the def2-TZVPD basis set) for a structure of composition C18H45F4Li2N2O20P3S4.

For the total energy, the calculation gives -5358.99209 Eh. The value obtained for the energy above the lowest of the compared OMol25 structures with the same formula, charge and spin is 9.9 kcal/mol. The spin multiplicity is 1. The HOMO energy comes out at -9.96 eV. Its max |F| is 0.090 hartree/bohr.

Last column: Löwdin charge in e.
Geometry (Å):
Li (-1.370, 2.907, -3.072)  0.6929
Li (-0.753, 1.254, -0.811)  0.5562
N (-0.370, 1.638, -5.876)  -0.2583
S (-0.888, 0.453, -4.811)  0.5573
O (-1.506, 0.971, -3.599)  -0.3819
O (-0.154, -0.760, -4.788)  -0.2412
F (-2.189, 0.029, -5.663)  -0.1817
S (0.989, 2.014, -5.149)  0.4633
O (2.077, 1.089, -5.142)  -0.2398
O (0.738, 2.801, -3.967)  -0.3484
F (1.404, 3.150, -6.183)  -0.1730
N (-1.761, 2.857, -1.204)  -0.4153
S (-3.351, 2.532, -0.610)  0.5452
O (-4.225, 3.639, -0.398)  -0.2217
O (-3.396, 1.477, 0.352)  -0.2611
F (-3.869, 1.832, -1.924)  -0.1530
S (-1.521, 4.132, -0.221)  0.4999
O (-1.549, 3.905, 1.200)  -0.2451
O (-2.025, 5.349, -0.784)  -0.2476
F (0.063, 4.290, -0.498)  -0.1926
C (3.174, -3.114, -2.407)  -0.0575
C (2.198, -1.970, -2.241)  -0.2325
O (2.947, -0.737, -2.306)  -0.1577
P (2.402, 0.568, -1.618)  0.4259
O (0.967, 0.852, -1.823)  -0.2711
O (2.754, 0.369, -0.049)  -0.1894
C (4.076, 0.068, 0.391)  -0.2545
C (3.960, -0.905, 1.564)  -0.0538
O (3.410, 1.654, -2.161)  -0.1697
C (3.159, 3.076, -1.895)  -0.2094
C (4.238, 3.543, -0.943)  -0.0642
H (2.666, -4.057, -2.603)  0.0768
H (3.838, -2.934, -3.256)  0.0835
H (3.866, -3.196, -1.567)  0.0740
H (1.484, -1.866, -3.060)  0.1117
H (1.554, -2.162, -1.381)  0.1050
H (4.561, -0.484, -0.421)  0.1132
H (4.638, 0.970, 0.620)  0.1092
H (3.751, -0.281, 2.442)  0.0637
H (3.041, -1.490, 1.517)  0.0675
H (4.817, -1.520, 1.820)  0.0791
H (3.234, 3.459, -2.909)  0.1231
H (2.191, 3.222, -1.417)  0.0971
H (4.080, 3.176, 0.075)  0.0569
H (5.233, 3.232, -1.256)  0.0854
H (4.202, 4.625, -0.786)  0.0835
C (1.317, 3.861, 3.569)  -0.0635
C (1.742, 2.767, 2.612)  -0.2499
O (1.276, 1.504, 3.089)  -0.1672
P (-0.091, 0.865, 2.593)  0.4483
O (-0.450, 1.068, 1.182)  -0.2576
O (-0.072, -0.656, 3.080)  -0.1920
C (0.157, -0.918, 4.490)  -0.2463
C (1.492, -1.641, 4.691)  -0.0545
O (-1.127, 1.598, 3.596)  -0.1875
C (-2.480, 1.088, 3.560)  -0.2633
C (-3.267, 1.739, 4.660)  -0.0642
H (0.226, 3.908, 3.626)  0.0693
H (1.662, 3.741, 4.596)  0.0810
H (1.618, 4.852, 3.223)  0.0843
H (1.367, 2.946, 1.602)  0.1024
H (2.832, 2.794, 2.545)  0.1154
H (0.053, -0.064, 5.155)  0.1213
H (-0.653, -1.614, 4.726)  0.1185
H (2.240, -0.853, 4.598)  0.0699
H (1.493, -2.046, 5.701)  0.0812
H (1.686, -2.411, 3.951)  0.0717
H (-2.938, 1.445, 2.632)  0.0977
H (-2.475, -0.001, 3.624)  0.1164
H (-3.127, 2.819, 4.693)  0.0852
H (-4.329, 1.557, 4.497)  0.0839
H (-2.919, 1.338, 5.617)  0.0778
C (-1.406, -4.442, -3.897)  -0.0627
C (-2.345, -3.677, -2.982)  -0.2551
O (-1.793, -2.398, -2.643)  -0.1553
P (-1.797, -1.940, -1.131)  0.4258
O (-1.536, -0.528, -0.832)  -0.2599
O (-0.824, -2.986, -0.486)  -0.1732
C (-0.377, -2.922, 0.871)  -0.2537
C (-0.091, -4.313, 1.382)  -0.0590
O (-3.248, -2.434, -0.625)  -0.1773
C (-4.111, -1.520, 0.075)  -0.2620
C (-5.356, -2.289, 0.481)  -0.0632
H (-0.467, -4.663, -3.382)  0.0735
H (-1.823, -5.374, -4.275)  0.0788
H (-1.086, -3.868, -4.771)  0.0788
H (-3.321, -3.555, -3.444)  0.1248
H (-2.438, -4.318, -2.105)  0.1095
H (0.500, -2.273, 0.920)  0.1072
H (-1.169, -2.464, 1.470)  0.1143
H (0.001, -4.427, 2.461)  0.0751
H (-0.910, -5.003, 1.147)  0.0824
H (0.751, -4.788, 0.874)  0.0789
H (-3.555, -1.057, 0.892)  0.1033
H (-4.406, -0.706, -0.589)  0.1076
H (-5.820, -2.585, -0.467)  0.0794
H (-5.246, -3.173, 1.102)  0.0746
H (-6.147, -1.640, 0.864)  0.0792

=====

Entry 2:
Density functional theory data (ωB97M-V with the def2-TZVPD basis set) for a cluster of 5 separate species, C18H45N6O4P in total.

For the total energy, the calculation gives -1683.61534 Eh. The spin multiplicity is 1. As for the SMILES: CCCNPCCCN.CNC(C)=O.CNC(C)=O.CNC(C)=O.CNC(C)=O. The HOMO energy comes out at -8.22 eV. Its max |F| is 0.053 hartree/bohr.

Last column: Löwdin charge in e.
Geometry (Å):
C (-0.272, -1.045, -1.974)  -0.1350
C (-0.500, 0.578, -2.080)  -0.2580
C (-0.514, 1.137, -3.631)  -0.3110
N (-0.561, 2.648, -3.549)  -0.3585
P (-2.248, 3.275, -3.593)  0.8315
C (-3.133, 3.063, -1.904)  -0.4513
C (-4.445, 2.072, -1.942)  -0.2544
C (-4.127, 0.523, -2.377)  -0.3012
N (-5.423, -0.107, -2.897)  -0.0696
H (0.704, -1.401, -2.534)  0.0836
H (-0.217, -1.305, -0.811)  0.0589
H (-1.255, -1.574, -2.388)  0.0804
H (-1.499, 0.814, -1.482)  0.0804
H (0.347, 1.192, -1.510)  0.1142
H (-1.441, 0.778, -4.258)  0.0910
H (0.460, 0.805, -4.224)  0.1085
H (-0.025, 3.019, -2.732)  0.0564
H (-2.065, 4.725, -3.741)  -0.0723
H (-3.553, 4.144, -1.623)  0.0806
H (-2.348, 2.804, -1.071)  0.0742
H (-5.312, 2.520, -2.630)  0.1152
H (-4.885, 2.046, -0.834)  0.1193
H (-3.708, -0.071, -1.432)  0.1134
H (-3.337, 0.402, -3.238)  0.0836
H (-5.695, 0.521, -3.701)  0.0662
H (-5.242, -1.046, -3.321)  0.0616
C (1.530, -3.133, 3.003)  -0.0091
C (0.555, -2.364, 2.156)  -0.5326
O (0.520, -2.481, 0.933)  0.0071
N (-0.309, -1.516, 2.781)  0.0110
C (-0.424, -1.242, 4.194)  -0.0792
H (2.151, -3.766, 2.363)  0.0908
H (2.182, -2.441, 3.543)  0.0519
H (0.990, -3.775, 3.705)  0.0892
H (-0.934, -1.034, 2.144)  0.1139
H (-1.439, -1.496, 4.507)  0.0662
H (-0.257, -0.173, 4.347)  0.0846
H (0.293, -1.810, 4.788)  0.0747
C (-4.496, -2.522, 1.127)  -0.0024
C (-4.016, -1.717, 2.302)  -0.5336
O (-3.237, -0.775, 2.174)  0.0078
N (-4.469, -2.058, 3.542)  0.0012
C (-5.378, -3.122, 3.897)  -0.0791
H (-4.048, -2.132, 0.209)  0.0759
H (-4.194, -3.567, 1.241)  0.0896
H (-5.583, -2.447, 1.041)  0.0899
H (-4.102, -1.470, 4.282)  0.1368
H (-6.243, -2.677, 4.396)  0.0843
H (-4.864, -3.788, 4.594)  0.0841
H (-5.712, -3.692, 3.029)  0.0776
C (4.417, -0.865, 5.114)  -0.0073
C (5.168, -2.106, 4.720)  -0.5395
O (4.616, -3.057, 4.171)  0.0225
N (6.503, -2.161, 4.989)  -0.0016
C (7.327, -1.157, 5.622)  -0.0824
H (3.364, -0.971, 4.835)  0.0681
H (4.474, -0.721, 6.196)  0.0879
H (4.828, 0.003, 4.590)  0.0893
H (6.939, -3.027, 4.695)  0.1435
H (8.121, -0.881, 4.925)  0.0837
H (7.771, -1.599, 6.517)  0.0834
H (6.760, -0.267, 5.899)  0.0757
C (4.489, 4.317, -6.343)  -0.0190
C (3.016, 4.025, -6.413)  -0.5513
O (2.287, 4.543, -7.257)  0.0192
N (2.489, 3.156, -5.504)  0.0039
C (3.174, 2.452, -4.445)  -0.0887
H (4.759, 5.026, -7.131)  0.0848
H (4.736, 4.765, -5.377)  0.0832
H (5.060, 3.397, -6.495)  0.0835
H (1.493, 3.011, -5.615)  0.1250
H (3.034, 1.380, -4.606)  0.0783
H (2.713, 2.737, -3.496)  0.0750
H (4.240, 2.680, -4.414)  0.0745

=====

Entry 3:
Density functional theory data (ωB97M-V with the def2-TZVPD basis set) for a structure of composition C18H45O13S3V.

For the total energy, the calculation gives -3829.37588 Eh. The value obtained for the energy above the lowest of the compared OMol25 structures with the same formula, charge and spin is 0.0 kcal/mol. The spin multiplicity is 3. As for the expectation value of S²: 2.018. The HOMO energy (spin up / spin down) comes out at 0.06 / -1.54 eV. Its max |F| is 0.060 hartree/bohr. As for the total charge: -2.

Last column: Löwdin charge in e.
Geometry (Å):
O (1.252, -0.302, -1.033)  -0.5405
V (-0.160, -0.667, -0.242)  0.8283
C (1.814, -2.561, 3.536)  -0.0683
C (1.190, -2.598, 2.120)  -0.6075
C (0.574, -3.919, 1.844)  -0.0907
O (0.509, -1.455, 1.683)  -0.3487
H (1.097, -2.610, 4.356)  0.0577
H (2.337, -1.619, 3.700)  0.0300
H (2.611, -3.273, 3.750)  0.0603
H (1.956, -2.570, 1.346)  0.1100
H (-0.155, -3.980, 1.037)  0.0701
H (0.195, -4.440, 2.724)  0.0573
H (1.265, -4.606, 1.355)  0.0652
C (-0.040, 2.477, 1.635)  -0.0907
C (-0.906, 2.669, 0.397)  -0.5893
C (-0.298, 3.888, -0.372)  -0.0757
O (-0.954, 1.424, -0.254)  -0.3486
H (-0.158, 1.609, 2.284)  0.0629
H (-0.267, 3.346, 2.254)  0.0583
H (1.031, 2.426, 1.438)  0.0518
H (-1.916, 3.025, 0.597)  0.0886
H (-0.174, 4.709, 0.335)  0.0550
H (-1.060, 4.282, -1.045)  0.0408
H (0.708, 3.658, -0.723)  0.0801
C (-2.302, -3.789, -1.873)  -0.0996
C (-0.984, -3.366, -2.305)  -0.6846
C (-0.788, -3.543, -3.804)  -0.0915
O (-0.656, -2.116, -1.853)  -0.3134
H (-2.373, -3.799, -0.785)  0.0582
H (-2.505, -4.828, -2.131)  0.0616
H (-3.136, -3.263, -2.340)  0.0820
H (-0.196, -4.026, -1.943)  0.1117
H (0.218, -3.236, -4.088)  0.0638
H (-1.550, -2.959, -4.320)  0.0711
H (-0.840, -4.600, -4.067)  0.0573
O (-1.221, 0.906, -6.218)  -0.3401
S (0.061, 1.257, -5.625)  0.6428
O (1.177, 1.281, -6.561)  -0.3344
O (0.070, 2.661, -4.800)  -0.2752
C (-1.104, 3.039, -4.006)  -0.2489
C (-0.913, 4.472, -3.775)  -0.1167
C (0.317, 0.035, -4.204)  -0.0817
H (-1.078, 2.542, -3.037)  0.1162
H (-2.044, 2.834, -4.518)  0.1179
H (-1.585, 4.902, -3.032)  0.0679
H (-0.889, 5.177, -4.606)  0.0769
H (0.018, 4.599, -3.223)  0.0750
H (0.117, -0.983, -4.538)  0.0393
H (-0.527, 0.025, -3.515)  0.0559
H (1.273, 0.235, -3.720)  0.0593
O (5.207, 2.490, 3.781)  -0.3438
S (4.251, 1.592, 3.161)  0.6439
O (2.830, 1.858, 3.220)  -0.2840
O (4.717, 1.610, 1.575)  -0.2838
C (3.749, 1.043, 0.645)  -0.2244
C (4.548, 0.452, -0.601)  -0.0571
C (4.700, -0.080, 3.882)  -0.0942
H (3.141, 1.913, 0.396)  0.1053
H (3.085, 0.286, 1.061)  0.1002
H (4.079, 0.639, -1.567)  0.0625
H (4.621, -0.635, -0.567)  0.0609
H (5.579, 0.800, -0.659)  0.0529
H (3.954, -0.324, 4.638)  0.0552
H (5.696, -0.054, 4.324)  0.0499
H (4.867, -0.651, 2.969)  0.0589
O (-4.024, -2.944, 1.474)  -0.2893
S (-3.287, -1.718, 1.601)  0.6855
O (-2.259, -1.359, 0.631)  -0.3250
O (-4.376, -0.474, 1.565)  -0.2632
C (-3.821, 0.810, 1.735)  -0.3160
C (-4.755, 1.440, 2.733)  -0.0811
C (-2.619, -1.526, 3.374)  -0.0629
H (-3.852, 1.388, 0.811)  0.1268
H (-2.808, 0.867, 2.133)  0.1047
H (-4.638, 1.122, 3.769)  0.0704
H (-5.797, 1.352, 2.429)  0.0783
H (-4.336, 2.447, 2.714)  0.0759
H (-1.949, -2.386, 3.388)  0.0500
H (-3.405, -1.762, 4.091)  0.0569
H (-2.108, -0.567, 3.457)  0.0594